1.
An isolated ion of composition C4H9N2 and charge +1 at a distorted geometry, computed with wB97M-V/def2-TZVPD.

Spin multiplicity   3
Total charge   +1
Energy above the lowest of the compared OMol25 structures with the same formula, charge and spin   2.7222 eV
⟨S²⟩   2.01
HOMO level (spin up / spin down)   -10.38 / -15.97 eV

Cartesian coordinates (Å):
H1 -0.9654 1.5957 0.4158
H2 1.3684 0.2488 -1.8427
C1 0.3234 -0.1026 1.3692
H3 0.9860 -0.9681 1.6190
C2 0.0214 -0.1764 -0.0964
H4 -0.7454 1.6982 -1.2582
C3 -1.3445 -0.3484 -0.4504
N1 0.1156 0.8346 2.1540
H5 -2.0442 -0.7802 0.2971
H6 2.0968 -0.8110 -0.7325
H7 -1.4850 -0.9004 -1.3848
C4 1.1474 -0.6027 -1.1139
N2 -0.9403 1.0488 -0.4034
H8 0.8231 -1.5353 -1.5815
H9 0.6426 0.7989 3.0086


2.
A 2-piece molecular cluster, C3H9O2S overall, computed with wB97M-V/def2-TZVPD.

Total charge   -1
Energy above the lowest of the compared OMol25 structures with the same formula, charge and spin   0.2672 eV
HOMO level   -3.54 eV

Cartesian coordinates (Å):
H1 0.0366 1.2917 -0.4331
O1 2.2210 0.7655 2.1556
H2 2.0101 0.2049 1.2829
H3 -1.3169 0.9817 0.6319
H4 0.7386 -2.2369 -0.1662
S1 -2.0836 1.5995 -1.5100
C1 -0.7237 -0.6950 -0.5675
H5 1.9171 1.6403 1.8834
C2 -0.9180 0.7905 -0.3598
O2 1.6369 -0.4153 0.0191
H6 -1.6252 -1.2317 -0.2391
H7 -2.0393 0.6938 -2.4896
C3 0.5335 -1.2057 0.1809
H8 -0.6176 -0.8892 -1.6369
H9 0.2304 -1.2941 1.2486


3.
One molecule with the formula H2N4O3 at a distorted geometry, computed with wB97M-V/def2-TZVPD.

Energy above the lowest of the compared OMol25 structures with the same formula, charge and spin   2.6656 eV
HOMO level   -9.06 eV

Cartesian coordinates (Å):
N1 0.2242 -0.7358 0.4305
N2 0.7941 0.8741 -2.2439
O1 0.6494 1.1183 -0.8247
N3 -0.4666 -1.3382 1.3236
H1 -1.1510 -0.9865 1.9307
H2 0.0212 -1.9736 1.9781
O2 1.4154 1.7181 -2.7629
O3 -1.2496 0.9831 0.2454
N4 -0.2371 0.3404 -0.0769


4.
C26H58Br16OPSi as an isolated structure at a distorted geometry, computed with wB97M-V/def2-TZVPD.

Total charge   +1
HOMO level   -11.26 eV

Cartesian coordinates (Å):
C1 3.9232 -5.9803 3.3540
C2 -5.1298 6.0400 3.7447
Br1 1.8642 -0.1628 -7.7965
H1 5.5130 -2.5432 -1.4934
Br2 6.7054 -5.3029 3.3880
H2 -3.0692 -3.3774 0.0131
Br3 8.7824 -1.3767 3.9002
Br4 0.4770 4.4840 -0.2356
C3 0.2824 4.8737 1.6786
H3 -6.1023 0.3053 2.6366
H4 8.7851 -2.3535 1.6091
H5 2.1353 1.6935 1.0074
H6 2.0861 -1.8882 0.7515
Si1 -2.2665 -1.1446 -0.6045
H7 -1.1310 5.8013 2.9970
H8 1.3345 0.7665 -3.2439
H9 6.9973 0.1077 2.0922
C4 5.4603 -2.4727 -3.6657
H10 -0.7083 -0.1572 1.2356
H11 -4.2621 -2.1629 0.4621
H12 1.3343 0.2282 1.7974
H13 0.8008 0.0688 -0.5075
C5 -7.6173 -3.9821 -1.0769
H14 3.4385 -1.6155 -0.3517
H15 -1.7807 5.4977 1.3754
H16 -1.3210 0.9207 -3.0428
H17 0.1306 3.9024 2.1506
Br5 -8.1328 -2.1327 1.0526
H18 -3.4652 1.5978 3.5759
H19 3.3154 0.1395 -1.9573
H20 -8.5204 -4.4649 -0.7139
H21 0.3797 3.7688 -2.3294
H22 5.3080 -3.5253 -3.8987
C6 -0.7057 -0.4464 -6.5712
H23 -4.1544 -2.7122 -1.2965
Br6 -5.6973 7.8618 5.8775
C7 7.2863 -0.7789 1.5337
C8 -7.5674 -2.5065 -0.7732
H24 0.2474 -2.0214 -7.6718
Br7 -5.8990 2.7809 2.4366
H25 1.2286 5.2909 2.0135
H26 -8.2679 -1.9622 -1.4049
H27 -1.5387 -1.0955 -6.3054
Br8 -3.6425 5.0911 4.5723
H28 9.4282 -0.6991 1.6178
C9 0.5073 -1.2606 -6.9377
H29 0.3170 2.5747 -0.3685
C10 -0.8924 5.7790 1.9359
Br9 3.3810 -4.8958 1.8269
Br10 5.8536 -2.0802 1.7560
H30 0.9793 -1.7344 -6.0804
H31 7.0460 -2.9376 -2.2944
Br11 6.7960 -0.4898 -2.0933
H32 -0.5755 -1.9186 1.0423
H33 1.8338 -2.1625 -0.9819
H34 -1.8710 2.6058 -2.8759
Br12 -3.3894 0.2539 1.4697
Br13 -0.4830 7.6203 1.4637
O1 -3.0427 0.2972 -1.1137
P1 0.2962 2.4622 -1.8137
H35 -1.6144 1.5567 -0.1405
H36 -6.0405 5.5536 4.0829
H37 -1.0191 0.2350 -7.3574
H38 -5.0117 5.8757 2.6744
H39 4.6923 -4.2198 4.3781
H40 3.0068 -6.1550 3.9157
H41 7.2845 -0.5511 0.4703
C11 -5.5357 1.0330 3.2124
H42 -6.5740 -2.0809 -0.8884
H43 -4.0927 7.9397 3.9755
C12 1.8936 -0.0106 -0.3204
C13 -2.2673 1.4817 -1.0351
C14 4.9393 -5.2644 4.2053
C15 -4.0565 0.7492 3.2409
C16 -1.3905 1.7734 -2.3170
H44 -5.7743 8.0602 3.4207
H45 -3.8442 -0.1103 3.8770
C17 -5.0878 7.5115 4.0636
H46 -1.2629 -2.8431 -2.1785
C18 -1.1582 -1.7490 -2.0243
H47 -1.4783 -1.2306 -2.9500
C19 2.3414 -1.4981 -0.2592
C20 -1.3148 -1.0666 1.0876
C21 1.7158 1.4789 -2.4917
H48 2.3435 2.1937 -3.0707
C22 -3.6074 -2.4811 -0.3689
H49 -5.9367 1.0811 4.2240
C23 8.6166 -1.3389 1.9609
C24 2.1301 0.5915 1.1215
Br14 3.6764 -1.6966 -3.5929
H50 4.2872 -6.9245 2.9587
C25 2.6338 0.8306 -1.4184
H51 -7.5237 -4.1548 -2.1480
H52 -1.9449 -1.2570 1.9467
Br15 -0.3771 0.6364 -4.9805
C26 6.1546 -2.3141 -2.3411
H53 3.0824 0.2062 1.5352
H54 5.9859 -1.9971 -4.4892
H55 -2.9919 2.3192 -0.9501
H56 5.0594 -5.7684 5.1629
H57 -0.0775 -1.5514 -1.8872
Br16 -6.1116 -4.9192 -0.2741
H58 3.2301 1.6066 -0.8990


5.
One molecule with the formula C9H18N2O3 at a distorted geometry, computed with wB97M-V/def2-TZVPD.

Energy above the lowest of the compared OMol25 structures with the same formula, charge and spin   5.0821 eV
HOMO level   -9.45 eV

Cartesian coordinates (Å):
C1 -1.1259 1.6510 -0.0304
H1 -0.1820 -0.7437 2.6244
O1 2.6334 -0.6775 1.5277
C2 1.0288 1.0594 0.7864
H2 2.5121 -0.4158 0.5291
H3 -1.0599 0.7325 -0.7545
H4 -0.0577 0.1631 -4.0462
N1 1.0127 0.1167 -0.2560
H5 -3.0327 0.4296 2.4716
H6 1.4662 2.0503 0.5078
H7 -2.3441 1.7044 0.1875
C3 1.1097 0.4320 -1.6080
C4 -0.4475 1.2320 1.3174
O2 1.8306 0.7473 3.0914
C5 -0.2949 -0.8094 -3.5228
C6 -2.1214 0.0343 3.0419
O3 1.6586 1.4356 -1.9355
C7 0.7940 -0.9799 -2.5023
C8 -0.9250 -0.0672 1.9642
H8 0.1209 -0.5687 0.0076
C9 1.8495 0.3527 1.9369
H9 -1.3900 -0.5970 -3.1228
H10 1.4953 -2.7287 -1.5818
N2 0.6657 -2.0940 -1.3933
H11 -1.1655 -0.8944 1.1995
H12 -1.7485 0.6170 3.7687
H13 -0.3573 -1.5585 -4.3232
H14 -0.6427 2.6637 -0.3622
H15 -0.0650 -2.8918 -1.6770
H16 1.6872 -1.0593 -3.2278
H17 -2.4561 -1.0754 3.1649
H18 -0.4487 1.7398 2.2167


6.
One molecule with the formula C5H8N6O at a distorted geometry, computed with wB97M-V/def2-TZVPD.

Energy above the lowest of the compared OMol25 structures with the same formula, charge and spin   4.5405 eV
HOMO level   -8.11 eV

Cartesian coordinates (Å):
C1 -0.4059 0.6611 0.1900
O1 -0.3318 -2.5776 0.3793
N1 0.5290 -0.4265 0.3806
C2 1.9505 -0.4112 0.4530
C3 0.1508 1.7739 -0.7554
N2 2.6055 -1.1744 1.3259
H1 -1.4490 -0.4666 -1.4687
H2 -2.9419 -1.5506 0.2430
H3 -0.7477 1.0707 1.1052
H4 0.8239 1.3015 -1.5420
N3 2.7590 0.3475 -0.2162
C4 -1.3857 -0.4116 -0.3668
N4 -2.8344 -0.4522 0.0574
N5 3.9888 0.0013 0.1720
H5 -0.6725 2.3530 -1.1954
H6 -3.5169 -0.2643 -0.5618
N6 3.8784 -0.9564 1.0850
H7 -2.9551 -0.0156 0.9577
C5 -0.3093 -1.4022 0.1951
H8 0.8644 2.6003 -0.4379


7.
A 2-piece molecular cluster, C9H12N3O overall at a distorted geometry, computed with wB97M-V/def2-TZVPD.

Total charge   +1
Energy above the lowest of the compared OMol25 structures with the same formula, charge and spin   4.5413 eV
HOMO level   -12.41 eV

Cartesian coordinates (Å):
C1 0.9555 -0.1497 -0.5183
C2 3.1602 -0.8445 -1.0022
C3 2.0867 -0.1921 -1.6147
H1 -0.8011 -0.5949 -4.6186
H2 -0.4038 0.6556 4.4865
H3 -2.6890 0.7414 -0.1452
O1 2.9310 -1.0861 0.2760
H4 -3.9435 0.6337 2.0241
C4 -0.8468 0.5598 3.2985
H5 0.4016 -0.9019 -5.5850
C5 0.0055 0.9213 2.2472
N1 1.6725 -0.7107 0.5431
C6 -2.0929 0.7643 0.8515
C7 -2.2578 0.4035 3.2657
H6 4.1565 -1.0072 -1.3998
H7 -0.6344 1.0692 -1.0958
H8 1.0470 1.0156 2.2690
H9 0.1804 -1.9143 -4.3294
H10 1.9761 0.1131 -2.6092
H11 1.3143 -1.1024 1.4191
N2 0.2348 -0.8944 -4.6139
H12 -2.9411 0.3608 4.1830
C8 -0.6636 0.7828 0.9696
C9 -2.8226 0.6518 1.9938
N3 -0.0253 0.7251 -0.2950


8.
C30H31DyNOP2 as an isolated structure at a distorted geometry, computed with wB97M-V/def2-TZVPD.

Spin multiplicity   6
Total charge   +1
Energy above the lowest of the compared OMol25 structures with the same formula, charge and spin   0.0000 eV
⟨S²⟩   9.34
HOMO level (spin up / spin down)   -10.04 / -10.04 eV

Cartesian coordinates (Å):
H1 3.9563 -1.8399 -0.6799
H2 1.8572 0.7005 -3.6422
C1 1.4092 -2.9072 -1.9831
N1 -0.1433 -0.7108 -2.6481
H3 3.5558 3.1876 -1.9358
C2 0.5608 0.4570 2.9169
H4 0.7929 3.8789 -0.2994
C3 -2.2132 2.4921 -4.4638
H5 0.8010 -3.3943 1.7725
Dy1 0.0627 -0.2732 -0.4003
H6 3.2237 0.4133 0.7340
H7 -3.7787 -3.4525 -2.9133
H8 3.4908 2.4849 -0.3072
C4 -2.1389 -2.0926 -2.9227
H9 -1.2793 0.8533 6.3597
C5 -0.8326 0.2233 3.0414
H10 4.4723 1.0163 2.8742
C6 0.9362 -3.6823 0.7148
C7 -2.2663 0.2906 -3.4420
H11 1.9599 -2.1958 -2.6492
C8 0.6605 0.9831 5.3282
C9 -2.8784 1.2840 -4.2037
C10 -0.1772 1.4927 -3.6652
H12 0.0558 -5.2556 -2.2820
C11 3.4030 0.8667 2.8617
C12 3.4034 -2.4021 0.0624
H13 -1.3590 -0.0689 2.1381
H14 -0.3545 3.5404 -1.6318
H15 3.2985 1.3156 4.9662
H16 -2.7501 3.3525 -4.8571
C13 -2.9386 -0.8420 -2.7558
C14 -0.7260 0.7461 5.4078
C15 0.0094 -3.1033 -2.5216
C16 0.7145 3.5826 -1.3586
C17 -0.5582 -4.3849 -2.5188
C18 -0.8650 0.3230 -3.2963
H17 1.6422 2.5261 -3.8726
H18 3.7500 -3.4294 0.0399
C19 2.6675 0.5242 1.6807
H19 -3.8843 1.0870 -4.5815
C20 -0.7655 -1.9602 -2.8186
H20 -4.1898 -0.6662 -0.9023
H21 1.6066 -4.5664 0.6822
C21 -1.4515 0.3708 4.2820
C22 -3.0830 -0.7490 -1.1733
C23 -2.7080 -3.3552 -2.8683
H22 3.8424 1.4374 -1.7031
P1 1.6579 -2.3121 -0.2276
O1 -2.1274 -0.3089 -0.4159
H23 -3.9364 -0.9811 -3.3777
H24 1.2011 1.2678 6.2441
C24 1.3362 0.8344 4.0870
C25 1.3079 0.3193 1.7301
H25 3.6530 -1.9878 1.0270
H26 -0.0576 -4.0107 0.3435
H27 1.8354 -3.9186 -1.9588
C26 -0.8419 2.5728 -4.2158
P2 1.5051 1.9065 -1.4714
C27 2.7487 1.0375 4.0466
H28 -2.3567 -5.4959 -2.5725
C28 3.2604 2.3032 -1.3593
H29 -0.3156 3.4862 -4.4314
C29 -1.9268 -4.4948 -2.6571
H30 1.2352 4.3244 -1.9815
C30 1.2983 1.6176 -3.3394
H31 -2.5026 0.1742 4.2868


9.
One molecule with the formula C5H9NO at a distorted geometry, computed with wB97M-V/def2-TZVPD.

Energy above the lowest of the compared OMol25 structures with the same formula, charge and spin   1.5288 eV
HOMO level   -10.40 eV

Cartesian coordinates (Å):
H1 0.3212 -1.7632 0.1756
H2 -1.5236 1.4294 2.4330
C1 0.7260 -0.8730 -0.3193
H3 0.4439 0.1589 -2.2186
O1 -0.9629 0.0920 0.9355
C2 -1.6706 1.2257 1.3634
H4 0.5793 1.2536 0.1650
C3 0.3969 0.2755 0.6398
H5 -1.3835 2.1164 0.7868
H6 -2.7273 1.0122 1.1851
C4 2.1746 -1.0463 -0.4804
N1 3.3126 -1.1698 -0.6480
H7 1.0280 0.2170 1.5408
C5 0.0575 -0.7193 -1.6905
H8 0.2494 -1.6003 -2.3094
H9 -1.0214 -0.6086 -1.5588


10.
C5H6O2Pb as an isolated structure at a distorted geometry, computed with wB97M-V/def2-TZVPD.

Energy above the lowest of the compared OMol25 structures with the same formula, charge and spin   0.0608 eV
HOMO level (spin up / spin down)   -5.14 / -5.15 eV

Cartesian coordinates (Å):
C1 -2.9732 0.3532 0.6427
O1 3.2582 0.3789 0.6185
H1 0.6580 1.2135 -0.5485
C2 2.0542 0.2752 0.7114
O2 -3.8217 0.9978 -0.1053
C3 -0.6449 -1.7685 -0.2245
H2 -3.6149 0.8749 -1.0436
Pb1 5.0180 -0.0739 -1.0431
C4 0.0751 -0.7935 -0.3009
H3 -3.1925 0.7105 1.6760
H4 1.6981 0.0492 -1.3953
H5 -1.2139 -2.6816 -0.2243
H6 1.5761 0.2502 1.7104
C5 1.1235 0.2142 -0.4736


11.
One molecule with the formula C2H4OS2 at a distorted geometry, computed with wB97M-V/def2-TZVPD.

Energy above the lowest of the compared OMol25 structures with the same formula, charge and spin   1.3895 eV
HOMO level   -9.37 eV

Cartesian coordinates (Å):
O1 3.4129 0.9232 -0.4069
S1 1.3101 -0.0687 0.7572
H1 -2.0406 -1.3158 1.0496
H2 1.7298 0.4075 -1.5736
H3 -1.5502 0.5927 1.0995
H4 -2.7088 -0.2441 -0.0514
C1 -1.8562 -0.3491 0.4763
S2 -0.5739 -0.4960 -0.7956
C2 2.2769 0.5504 -0.5550


12.
One molecule with the formula C6H7N at a distorted geometry, computed with wB97M-V/def2-TZVPD.

Energy above the lowest of the compared OMol25 structures with the same formula, charge and spin   7.1147 eV
HOMO level (spin up / spin down)   -8.22 / -6.48 eV

Cartesian coordinates (Å):
C1 2.6449 -0.8094 0.1871
H1 2.5391 -1.8452 -0.2493
H2 3.1773 -0.3458 -0.6156
N1 0.2362 -0.0226 -0.2323
H3 -1.3033 1.2210 -0.4373
C2 1.2978 -0.2495 0.3201
H4 -2.5340 -0.1462 -1.6368
C3 -1.8240 -0.3211 1.1590
C4 -1.0670 0.2236 -0.0843
H5 3.2703 -0.6855 1.0830
C5 -2.0906 -0.7520 -0.8803
H6 -1.8418 -1.6498 -1.4006
C6 -2.6813 -1.0577 0.4432
H7 -3.3903 -1.8086 0.6463